Below is C20H18N4S in the gas phase at a distorted geometry, with properties calculated with ωB97M-V/def2-TZVPD.

Summary:
Largest force on an atom, hartree/bohr: 0.0964
LUMO energy, eV: 0.1
ΔE to the lowest compared entry with this formula, charge and spin, eV: 2.506
Frontier orbital gap, eV: 8.318
SMILES: Cc1ccccc1-c1ncnc2c1[nH]c(=S)n2-c1c(C)cccc1C

Last column: Löwdin charge in e.
Element x y z (Å)
C: -0.14176 1.52155 -4.00738  -0.0583
C: -0.62775 -0.66775 0.51146  -0.1705
N: -1.68834 -0.29332 -2.01866  0.1217
H: -2.66290 5.08032 -0.91227  0.1096
H: -1.30165 -4.06143 3.61094  0.0972
C: 0.07602 0.65969 2.11761  -0.8160
C: 1.31120 -4.08636 2.96454  -0.0693
C: 3.00463 -2.92290 1.60976  -0.0674
C: -1.58541 4.84691 -2.84678  -0.0812
C: -0.90798 2.47650 -3.21126  -0.2062
C: 0.91928 -1.80303 2.11038  -0.0926
H: 0.12530 1.83905 -5.01277  0.0842
C: -2.29347 3.11931 -1.26977  -0.0589
H: -0.53642 4.17196 -4.51682  0.0924
C: 2.52062 -4.03139 2.29209  -0.0686
H: -0.71728 0.61946 -4.14902  0.0685
H: 3.21022 -4.90172 2.42145  0.1177
H: 1.02020 -5.01453 3.55475  0.1394
N: 0.02894 -0.71047 1.82201  0.0469
C: -1.49697 0.79635 -1.25507  -0.1569
H: -1.41825 5.93446 -3.11454  0.1269
C: -0.93122 -3.05278 3.31237  -0.0517
H: 3.92937 -0.43034 1.11081  0.0953
C: 2.25410 -1.82558 1.63100  -0.2251
C: -1.32890 -1.48396 -1.47617  -0.1980
H: -0.47742 2.40950 1.19850  0.1129
C: -2.27442 4.41831 -1.70879  -0.1157
H: 2.65186 -0.69140 -0.10570  0.0840
H: 0.75728 1.24165 -3.47351  0.0905
C: 0.44278 -3.05714 2.81260  -0.2061
N: -0.80055 -1.69942 -0.30142  0.1515
S: 1.20567 1.27675 3.12200  0.6806
H: 2.26624 0.31508 1.11860  0.0044
C: -1.49560 2.16806 -1.96883  -0.0997
H: -1.58366 -2.77181 2.55283  0.0461
N: -0.63005 1.43734 1.20577  0.1068
C: 2.85003 -0.58849 0.96220  -0.0505
H: -1.71758 -2.35875 -2.10415  0.1337
H: -0.97560 -2.31769 4.16439  0.1144
C: -1.01381 3.85708 -3.62725  -0.0334
H: -2.89859 2.80028 -0.37418  0.1352
H: 3.97734 -2.83848 1.18248  0.1131
C: -1.04551 0.61913 0.06581  -0.0466

Forces on atoms 1 to 3 (eV/Å):
0.279 -1.048 -0.627
-0.608 -0.689 -1.227
0.687 -0.627 1.068